113
Properties=species:S:1:pos:R:3:lowdin_charge:R:1 method="wB97M-V/def2-TZVPD" spin_multiplicity=1 charge=+1 de_lowest_kj_mol=0.00
Pb 0.641 0.224 -0.697 1.44
O 0.120 -2.001 -5.172 0.15
C 0.487 -1.610 -3.950 -0.47
O 0.601 -0.451 -3.628 0.04
C 0.809 -2.782 -3.039 -0.14
O 0.290 -2.591 -1.758 -0.30
C -1.103 -2.935 -1.636 -0.10
C -1.749 -2.034 -0.575 -0.69
O -2.150 -2.578 0.457 0.01
O -1.742 -0.792 -0.856 -0.19
H -0.056 -1.217 -5.713 0.14
H 1.898 -2.818 -2.948 0.15
H 0.460 -3.710 -3.493 0.14
H -1.184 -3.979 -1.334 0.13
H -1.617 -2.778 -2.591 0.14
C -0.308 2.999 5.887 -0.16
Si -1.494 2.213 4.662 0.52
C -1.676 0.385 5.033 -0.15
C -3.154 3.014 4.970 -0.18
C -0.900 2.437 2.806 -0.36
Si -0.073 4.168 2.540 0.50
C -0.870 5.499 3.573 -0.16
C -0.224 4.695 0.754 -0.16
C 1.758 4.047 2.893 -0.15
Si -2.375 2.158 1.612 0.59
C -3.240 0.573 2.029 -0.14
C -3.505 3.652 1.850 -0.17
C -2.286 2.145 -0.308 -0.29
C -3.570 2.197 -0.858 -0.07
C -3.756 2.203 -2.225 -0.03
C -2.640 2.189 -3.045 -0.05
C -1.403 2.138 -2.442 -0.18
N -1.213 2.103 -1.118 -0.05
H -0.859 3.623 6.597 0.04
H 0.457 3.624 5.421 0.01
H 0.211 2.222 6.455 0.04
H -2.660 0.169 5.458 0.05
H -0.922 0.073 5.761 0.04
H -1.558 -0.242 4.145 0.03
H -3.430 2.786 6.006 0.05
H -3.954 2.637 4.328 0.03
H -3.121 4.103 4.874 0.03
H -1.861 5.748 3.185 0.03
H -0.255 6.403 3.502 0.05
H -0.969 5.247 4.630 0.02
H -1.261 4.919 0.483 0.04
H 0.133 3.908 0.085 0.01
H 0.369 5.603 0.599 0.04
H 2.233 5.014 2.705 0.05
H 2.227 3.311 2.230 0.04
H 1.980 3.760 3.924 0.03
H -3.509 0.518 3.086 0.03
H -2.639 -0.305 1.761 0.04
H -4.161 0.502 1.444 0.05
H -3.199 4.294 2.672 0.00
H -4.528 3.325 2.064 0.05
H -3.542 4.262 0.944 0.04
H -4.432 2.228 -0.201 0.10
H -4.753 2.222 -2.646 0.12
H -2.726 2.195 -4.124 0.11
H -0.510 2.096 -3.056 0.08
C 1.912 0.278 3.860 0.00
O 0.810 1.197 3.849 -0.11
C 0.240 1.480 2.673 -0.59
O 0.716 0.960 1.667 -0.13
H 2.626 0.520 3.076 0.08
H 1.541 -0.736 3.716 0.09
H 2.371 0.373 4.839 0.11
C 1.806 -5.212 -0.769 -0.17
C 2.886 -4.239 -0.286 -0.41
Sb 2.110 -2.521 0.776 1.42
C 3.743 -2.294 2.205 -0.44
C 4.829 -3.370 2.191 -0.19
C 0.758 -3.577 2.072 -0.42
C 1.409 -4.693 2.885 -0.18
H 2.254 -6.026 -1.343 0.08
H 1.066 -4.721 -1.403 0.03
H 1.269 -5.661 0.068 0.06
H 3.468 -3.851 -1.125 0.04
H 3.581 -4.741 0.384 0.03
H 3.275 -2.244 3.191 0.03
H 4.188 -1.314 2.012 0.02
H 4.425 -4.359 2.409 0.06
H 5.585 -3.155 2.951 0.07
H 5.339 -3.419 1.227 0.07
H -0.050 -3.943 1.435 0.04
H 0.305 -2.824 2.722 0.04
H 1.879 -5.443 2.245 0.06
H 0.664 -5.207 3.497 0.07
H 2.177 -4.309 3.561 0.06
C 3.712 4.277 -4.089 0.01
N 2.471 3.582 -3.646 -0.16
C 1.994 4.116 -2.331 0.01
C 2.613 2.054 -3.641 -0.09
C 3.487 1.542 -2.536 -0.30
C 4.867 1.460 -2.761 -0.07
C 5.723 1.074 -1.739 -0.08
C 5.188 0.786 -0.490 -0.08
C 3.810 0.837 -0.300 -0.18
C 2.902 1.197 -1.309 -0.25
H 3.509 5.342 -4.170 0.11
H 4.022 3.882 -5.053 0.11
H 4.486 4.102 -3.349 0.10
H 1.743 3.785 -4.327 0.18
H 2.702 3.824 -1.562 0.10
H 1.023 3.685 -2.101 0.08
H 1.926 5.199 -2.402 0.11
H 2.988 1.789 -4.629 0.13
H 1.601 1.682 -3.526 0.08
H 5.277 1.663 -3.748 0.11
H 6.788 0.991 -1.919 0.11
H 5.844 0.511 0.330 0.11
H 3.426 0.595 0.691 0.05


63
Properties=species:S:1:pos:R:3:lowdin_charge:R:1 method="wB97M-V/def2-TZVPD" spin_multiplicity=1 charge=+2 de_lowest_kj_mol=8.61
Tc -1.120 -0.593 -0.652 1.30
S -5.271 -2.582 -0.412 -0.01
As -5.490 -4.359 -1.299 0.42
S -2.581 -2.983 -2.487 -0.01
S -1.847 -2.773 -0.646 0.26
S -3.519 -4.768 -2.478 -0.02
C -0.370 3.720 -0.885 0.02
C -1.150 2.451 -0.958 -0.30
O -0.535 1.401 -0.668 -0.09
C -2.544 2.449 -1.353 -0.09
C -3.223 3.667 -1.542 0.00
C -4.542 3.695 -1.922 -0.04
C -5.213 2.493 -2.139 -0.02
C -4.570 1.282 -1.975 0.02
C -3.245 1.255 -1.577 -0.25
O -2.697 0.017 -1.428 -0.31
H 0.674 3.488 -0.699 0.09
H -0.751 4.340 -0.070 0.11
H -0.468 4.292 -1.807 0.11
H -2.701 4.601 -1.381 0.12
H -5.051 4.639 -2.057 0.12
H -6.253 2.505 -2.444 0.13
H -5.079 0.341 -2.144 0.12
C 5.436 -0.341 -0.893 0.05
N 4.030 -0.153 -0.525 -0.02
N 3.010 -0.773 -1.188 0.07
C 1.860 -0.487 -0.546 -0.33
O 0.737 -1.001 -1.003 -0.23
C 2.152 0.327 0.540 0.07
C 3.526 0.510 0.522 -0.22
C 4.401 1.265 1.462 0.01
C 3.184 -1.503 -2.415 -0.21
C 2.850 -2.847 -2.442 0.00
C 3.005 -3.549 -3.627 -0.05
C 3.503 -2.910 -4.755 -0.05
C 3.835 -1.561 -4.710 -0.05
C 3.667 -0.845 -3.535 -0.01
H 5.546 -1.294 -1.398 0.11
H 6.025 -0.355 0.018 0.10
H 5.779 0.459 -1.544 0.11
H 1.449 0.723 1.254 0.12
H 3.792 1.863 2.135 0.09
H 5.079 1.930 0.926 0.10
H 5.001 0.583 2.067 0.10
H 2.482 -3.333 -1.547 0.13
H 2.752 -4.600 -3.665 0.12
H 3.636 -3.465 -5.674 0.12
H 4.217 -1.063 -5.592 0.12
H 3.898 0.214 -3.492 0.13
N -2.492 -0.350 9.122 0.20
C -2.338 -0.380 7.983 -0.15
C -2.142 -0.418 6.555 -0.19
C -2.383 -1.603 5.861 0.01
C -2.194 -1.640 4.495 0.01
C -1.756 -0.492 3.817 -0.24
C -1.518 0.693 4.528 0.00
C -1.714 0.732 5.891 0.00
C -1.557 -0.531 2.417 -0.01
C -1.385 -0.567 1.198 -0.22
H -2.718 -2.480 6.398 0.13
H -2.381 -2.549 3.939 0.13
H -1.189 1.577 3.995 0.12
H -1.540 1.639 6.453 0.13


10
Properties=species:S:1:pos:R:3:lowdin_charge:R:1 method="wB97M-V/def2-TZVPD" spin_multiplicity=1 de_lowest_kj_mol=494.11
C 2.685 0.941 0.377 0.19
C 1.597 0.275 0.063 -0.24
C 0.136 0.225 0.142 -0.24
C -0.960 1.025 0.067 -0.04
O -2.043 0.278 -0.212 -0.03
N -1.695 -1.049 -0.281 0.08
C -0.425 -1.075 -0.032 -0.13
H 1.797 -0.690 -0.558 0.14
H -1.146 2.080 0.205 0.14
H 0.055 -2.010 0.229 0.13


153
Properties=species:S:1:pos:R:3:lowdin_charge:R:1 method="wB97M-V/def2-TZVPD" spin_multiplicity=1 charge=+5
C 0.897 -4.231 -1.939 0.00
N 1.179 -5.162 -0.767 -0.31
C 0.504 -4.632 0.509 0.01
C 0.552 -6.529 -1.127 0.05
C 2.710 -5.229 -0.517 -0.01
C 3.109 -5.870 0.888 -0.24
O 2.781 -7.196 0.966 -0.03
H -0.182 -4.138 -2.064 0.10
H 1.344 -4.669 -2.831 0.11
H 1.278 -3.223 -1.776 0.09
H -0.563 -4.611 0.288 0.07
H 0.902 -3.704 0.918 0.09
H 0.482 -5.495 1.174 0.10
H -0.526 -6.373 -1.186 0.10
H 0.881 -7.226 -0.357 0.10
H 0.991 -6.840 -2.075 0.12
H 3.123 -4.224 -0.597 0.13
H 3.039 -5.887 -1.322 0.14
H 2.660 -5.317 1.714 0.10
H 4.180 -5.809 1.084 0.14
H 3.075 -7.554 1.807 0.12
C -0.610 -4.196 7.079 0.06
N -0.218 -3.806 5.589 -0.32
C 0.713 -4.840 4.996 0.01
C -1.530 -3.789 4.781 0.02
C 0.499 -2.426 5.651 -0.06
C 0.690 -1.670 4.265 -0.17
O 1.485 -2.459 3.341 -0.12
H -1.263 -3.421 7.480 0.11
H 0.332 -4.318 7.614 0.11
H -1.121 -5.158 7.095 0.11
H 1.693 -4.700 5.452 0.12
H 0.811 -4.680 3.922 0.07
H 0.265 -5.826 5.122 0.11
H -2.073 -4.709 4.999 0.11
H -1.269 -3.744 3.724 0.09
H -2.064 -2.900 5.117 0.11
H 1.408 -2.493 6.249 0.14
H -0.159 -1.771 6.221 0.13
H 1.269 -0.753 4.374 0.13
H -0.313 -1.435 3.910 0.09
H 1.422 -2.010 2.494 -0.04
C -3.303 -3.870 -1.121 -0.02
N -4.606 -3.272 -0.682 -0.29
C -5.672 -3.432 -1.801 0.05
C -5.097 -4.154 0.472 0.01
C -4.471 -1.784 -0.308 -0.08
C -5.776 -0.956 -0.296 -0.23
O -6.756 -1.568 0.516 -0.03
H -3.270 -4.909 -1.449 0.12
H -2.609 -3.762 -0.287 0.07
H -2.892 -3.179 -1.858 0.11
H -6.705 -3.148 -1.599 0.12
H -5.705 -4.497 -2.033 0.12
H -5.284 -2.792 -2.593 0.11
H -5.049 -5.222 0.257 0.12
H -5.999 -3.784 0.958 0.11
H -4.453 -4.055 1.346 0.10
H -3.912 -1.307 -1.113 0.13
H -3.841 -1.537 0.546 0.12
H -6.115 -0.584 -1.263 0.13
H -5.515 -0.026 0.208 0.09
H -7.151 -0.847 1.013 0.11
C -5.302 2.589 0.468 -0.01
N -5.474 4.126 0.356 -0.32
C -5.775 4.728 1.787 0.05
C -4.133 4.693 0.011 0.00
C -6.655 4.490 -0.633 -0.04
C -6.579 3.722 -1.967 -0.19
O -5.447 4.104 -2.810 -0.06
H -4.589 2.435 1.277 0.09
H -4.911 2.148 -0.449 0.10
H -6.300 2.228 0.713 0.11
H -4.965 4.363 2.419 0.10
H -6.652 4.204 2.167 0.11
H -5.932 5.805 1.733 0.12
H -4.188 5.777 0.117 0.12
H -4.039 4.464 -1.050 0.09
H -3.419 4.183 0.659 0.10
H -6.622 5.565 -0.806 0.15
H -7.608 4.303 -0.137 0.14
H -7.456 3.928 -2.581 0.14
H -6.700 2.666 -1.727 0.10
H -5.235 3.458 -3.487 0.10
C 1.827 -1.940 -4.499 -0.10
C 2.751 -0.765 -4.453 -0.21
C 1.942 0.563 -4.718 -0.09
N 2.791 1.843 -4.690 -0.23
C 3.678 1.895 -3.427 0.04
C 1.761 3.034 -4.745 -0.11
C 1.485 3.362 -6.177 -0.15
C 2.747 2.869 -6.935 -0.10
C 3.628 2.044 -5.972 -0.06
H 2.310 -2.775 -3.993 0.07
H 1.721 -2.337 -5.509 0.09
H 0.822 -1.769 -4.112 0.08
H 3.567 -0.765 -5.176 0.12
H 3.185 -0.726 -3.454 0.08
H 1.196 0.624 -3.926 0.12
H 1.493 0.624 -5.709 0.14
H 4.144 2.879 -3.375 0.10
H 4.447 1.123 -3.438 0.11
H 2.965 1.742 -2.616 0.09
H 2.335 3.855 -4.315 0.12
H 0.956 2.955 -4.015 0.13
H 1.210 4.417 -6.198 0.13
H 0.605 2.830 -6.540 0.12
H 3.288 3.762 -7.247 0.12
H 2.456 2.332 -7.838 0.13
H 4.650 2.342 -5.738 0.14
H 3.797 1.045 -6.375 0.12
C 6.773 3.139 1.213 -0.05
C 5.771 4.166 1.829 -0.22
C 4.348 3.952 1.341 -0.12
N 3.361 5.081 1.680 -0.19
C 3.725 5.876 2.990 0.04
C 3.313 6.154 0.583 -0.07
C 2.029 5.879 -0.245 -0.15
C 1.540 4.567 0.247 -0.18
C 1.935 4.416 1.725 -0.06
H 7.639 3.093 1.874 0.09
H 7.113 3.404 0.212 0.08
H 6.240 2.189 1.163 0.06
H 6.118 5.199 1.867 0.12
H 5.877 4.090 2.911 0.11
H 3.921 3.050 1.780 0.11
H 4.216 3.854 0.263 0.13
H 4.119 5.294 3.824 0.11
H 2.800 6.354 3.312 0.10
H 4.479 6.647 2.828 0.11
H 3.186 7.180 0.930 0.14
H 4.157 5.977 -0.084 0.14
H 1.353 6.712 -0.051 0.12
H 2.157 5.894 -1.327 0.12
H 0.477 4.457 0.032 0.12
H 2.101 3.751 -0.207 0.10
H 1.255 4.969 2.372 0.13
H 1.974 3.379 2.059 0.11
C -1.007 0.769 1.442 -0.71
F -2.093 1.190 0.819 0.14
F -0.122 1.715 1.647 0.17
F -1.463 0.274 2.553 0.17
S -0.196 -0.607 0.382 0.71
O -1.187 -1.712 0.328 -0.34
O -0.004 0.075 -0.878 -0.31
N 1.276 -1.046 1.153 -0.31
S 2.414 -0.355 0.376 0.56
O 2.537 -0.881 -0.955 -0.32
O 2.499 1.095 0.465 -0.32
C 4.064 -1.029 1.276 -0.64
F 3.919 -2.267 1.692 0.16
F 4.973 -1.040 0.285 0.14
F 4.436 -0.242 2.243 0.19


22
Properties=species:S:1:pos:R:3:lowdin_charge:R:1 method="wB97M-V/def2-TZVPD" spin_multiplicity=1 de_lowest_kj_mol=173.71
C -2.891 0.337 -0.552 -0.09
C -1.793 -0.588 -1.133 -0.28
N -0.421 -0.173 -0.965 -0.10
C -0.111 0.229 0.403 -0.19
C 1.382 0.495 0.699 -0.40
N 1.462 0.632 2.141 0.04
C 2.389 -0.480 0.093 -0.24
O 2.353 -0.513 -1.318 -0.08
H -3.727 0.336 -1.257 0.06
H -3.303 -0.043 0.382 0.07
H -2.526 1.352 -0.437 0.06
H -2.061 -0.833 -2.151 0.10
H -1.857 -1.533 -0.587 0.11
H -0.150 0.561 -1.610 0.12
H -0.428 -0.576 1.062 0.12
H -0.641 1.144 0.678 0.11
H 1.588 1.477 0.249 0.15
H 2.398 0.906 2.414 0.07
H 1.185 -0.239 2.589 0.08
H 3.380 -0.112 0.348 0.12
H 2.275 -1.484 0.507 0.12
H 1.496 -0.893 -1.556 0.06


17
Properties=species:S:1:pos:R:3:lowdin_charge:R:1 method="wB97M-V/def2-TZVPD" spin_multiplicity=1 charge=-1 de_lowest_kj_mol=69.96
C 0.333 -0.437 1.346 -0.21
N -0.040 -1.187 0.084 0.03
C -0.880 -0.513 -0.856 -0.82
O -1.090 0.699 -0.812 -0.05
O -1.149 -1.284 -1.783 -0.07
C 1.777 0.149 1.334 -0.26
N 2.004 1.454 0.577 -0.02
H 0.079 -1.034 2.212 0.08
H -0.342 0.448 1.287 0.10
H 0.035 -2.187 0.125 0.09
H 2.004 0.341 2.454 0.10
H 2.525 -0.615 1.053 0.09
H 1.239 1.998 0.252 0.03
H 2.454 1.265 -0.328 0.05
H -2.749 1.006 -2.040 0.04
H -2.874 -0.459 -2.332 -0.03
O -3.326 0.356 -2.573 -0.15


23
Properties=species:S:1:pos:R:3:lowdin_charge:R:1 method="wB97M-V/def2-TZVPD" spin_multiplicity=1 de_lowest_kj_mol=479.71
H 0.167 2.468 0.573 0.02
N -0.100 2.371 -0.365 0.08
N 0.312 1.458 -1.084 0.01
C 1.198 0.569 -0.594 -0.38
C 1.754 -0.538 -1.276 -0.01
C 2.778 -1.067 -0.452 -0.09
C 2.735 -0.419 0.735 -0.10
N 1.774 0.597 0.660 0.08
H 1.640 -1.015 -2.265 0.12
H 3.419 -1.825 -0.600 0.06
H 3.349 -0.453 1.641 0.12
H 1.710 1.451 1.221 0.15
C -1.021 -1.003 0.808 -0.09
C -1.869 -0.129 1.328 -0.10
C -2.669 0.528 0.256 -0.19
C -2.243 -0.237 -0.942 -0.13
C -1.315 -1.144 -0.635 -0.10
H -0.326 -1.517 1.279 0.05
H -1.809 0.025 2.331 0.07
H -3.797 0.402 0.549 0.16
H -2.246 1.469 0.031 0.07
H -2.638 -0.135 -1.978 0.12
H -0.803 -1.857 -1.221 0.09


51
Properties=species:S:1:pos:R:3:lowdin_charge:R:1 method="wB97M-V/def2-TZVPD" spin_multiplicity=1 de_lowest_kj_mol=0.00
C -1.377 -3.488 -0.682 0.17
C -0.217 -3.280 -0.524 -0.06
C 1.228 -3.157 -0.299 -0.30
O 1.762 -4.509 -0.192 -0.19
S 1.926 -5.098 -1.672 0.60
O 0.754 -5.779 -2.087 -0.20
O 3.187 -5.725 -1.787 -0.21
O 1.902 -3.649 -2.439 -0.17
C 2.044 -2.612 -1.478 -0.66
S 3.867 -2.682 -0.989 0.92
C 1.685 -1.216 -1.953 -0.04
C 2.833 -0.260 -2.280 -0.47
O 3.462 -0.351 -3.307 0.12
N 3.047 0.801 -1.323 -0.17
C 2.625 2.088 -1.899 -0.06
C 4.467 0.876 -0.934 -0.09
H -2.395 -3.795 -0.645 0.06
H 1.441 -2.634 0.630 0.17
H 3.780 -1.786 0.005 -0.09
H 1.012 -0.759 -1.224 0.11
H 1.139 -1.325 -2.897 0.15
H 3.116 2.885 -1.341 0.09
H 1.554 2.235 -1.775 0.06
H 2.914 2.181 -2.950 0.10
H 4.526 1.195 0.108 0.09
H 4.960 -0.089 -1.026 0.05
H 5.030 1.588 -1.545 0.09
C -3.846 1.027 4.014 -0.12
O -4.328 1.276 2.710 -0.20
C -4.276 2.639 2.312 -0.22
C -3.272 2.841 1.199 -0.22
N -1.910 2.656 1.681 -0.05
C -0.896 2.625 0.636 -0.20
C -0.942 1.478 -0.366 -0.22
O -0.665 0.210 0.196 -0.20
C -1.785 -0.476 0.733 -0.08
H -4.055 -0.016 4.243 0.09
H -2.765 1.194 4.095 0.08
H -4.352 1.657 4.753 0.09
H -4.045 3.286 3.164 0.12
H -5.269 2.914 1.945 0.12
H -3.375 3.857 0.806 0.12
H -3.533 2.141 0.392 0.11
H -1.865 1.791 2.204 0.07
H 0.080 2.591 1.129 0.12
H -0.938 3.570 0.083 0.12
H -0.155 1.658 -1.101 0.09
H -1.886 1.447 -0.923 0.12
H -2.705 -0.233 0.194 0.10
H -1.917 -0.253 1.795 0.08
H -1.574 -1.532 0.614 0.04


11
Properties=species:S:1:pos:R:3:lowdin_charge:R:1 method="wB97M-V/def2-TZVPD" spin_multiplicity=1 de_lowest_kj_mol=274.55
H -0.036 -0.541 1.197 0.00
N 0.552 -1.403 0.896 -0.01
C 1.116 -1.067 -0.315 -0.32
N 0.757 0.123 -0.683 -0.10
C -0.095 0.946 0.081 -0.21
C -1.407 0.604 0.359 -0.45
Cl -2.266 -0.817 -0.336 0.58
H 1.772 -1.590 -1.187 0.16
H 1.312 0.783 -1.431 0.21
H 0.359 1.769 0.535 0.10
H -2.065 1.194 0.884 0.03


Per-record HOMO level, eV: -9.34; -13.48; -9.79; -19.81; -8.93; -4.54; -8.30; -9.02; -8.55
Per-record HOMO-LUMO gap, eV: 6.87; 5.40; 8.85; 10.37; 9.94; 8.45; 8.31; 9.51; 9.12